(1)
Entry from OMol25: a structure of composition C50H39Cu2F2N5O22Pt2 in a non-equilibrium geometry (ωB97M-V/def2-TZVPD).

## Properties
total charge	-1
LUMO (spin up / spin down)	-0.52 / -2.62	eV
spin multiplicity	6
F_max	0.18361	Eh/bohr
⟨S²⟩	8.776

Element x y z (Å)
Cu  -2.982  3.099  1.200
Cu  2.273  -3.152  1.576
Pt  -3.252  2.016  -2.150
Pt  -0.652  -4.278  -0.531
C  -5.273  5.676  -1.441
C  -5.164  6.821  -2.171
C  -3.985  7.012  -3.129
O  -3.810  7.999  -3.934
C  -3.069  6.058  -3.350
C  -3.174  4.784  -2.739
C  -4.235  4.680  -1.499
O  -4.087  3.741  -0.754
O  -2.535  3.765  -3.098
O  -6.106  7.733  -1.956
H  -5.977  5.604  -0.625
H  -2.325  6.159  -4.126
C  -3.771  -1.404  -0.717
C  -3.887  -0.305  0.083
C  -3.249  -0.277  1.490
O  -3.314  0.721  2.332
C  -2.410  -1.294  1.935
C  -2.139  -2.450  1.062
C  -2.833  -2.479  -0.347
O  -2.417  -3.398  -1.122
O  -1.345  -3.353  1.242
O  -4.560  0.804  -0.398
H  -4.196  -1.548  -1.700
H  -2.228  -1.362  2.998
C  1.919  -6.930  1.690
C  1.679  -8.213  1.881
C  0.250  -8.880  1.630
O  -0.038  -10.123  1.843
C  -0.773  -8.241  1.012
C  -0.529  -6.942  0.574
C  0.898  -6.168  1.006
O  0.965  -4.933  0.691
O  -1.293  -6.269  -0.098
O  2.657  -8.984  2.321
H  2.916  -6.520  1.751
H  -1.721  -8.689  0.754
C  -0.044  1.055  0.448
C  0.825  0.000  0.353
C  0.689  -1.119  -0.685
O  0.985  -2.427  -0.458
C  -0.211  -0.981  -1.688
C  -1.015  0.293  -1.776
C  -0.989  1.322  -0.549
O  -1.801  2.278  -0.558
O  -1.942  0.471  -2.625
O  1.802  -0.116  1.235
H  0.084  1.737  1.276
H  -0.447  -1.783  -2.372
C  2.474  3.939  -0.792
C  1.823  5.228  -1.445
O  1.003  4.741  -2.480
C  1.319  3.565  -2.866
O  0.829  2.928  -3.823
O  2.304  3.049  -1.950
F  2.801  6.091  -1.876
H  1.875  3.490  0.001
H  3.536  3.883  -0.552
H  1.231  5.818  -0.746
C  1.212  -0.354  -5.270
C  -0.194  -0.520  -5.670
O  -0.195  -1.410  -6.773
C  0.889  -2.148  -6.658
O  1.065  -3.142  -7.254
O  1.821  -1.571  -5.654
F  -0.782  0.662  -5.996
H  1.110  -0.116  -4.211
H  1.651  0.459  -5.849
H  -0.736  -0.780  -4.761
N  4.766  1.191  0.303
C  5.372  1.177  1.474
C  6.678  1.534  1.244
C  6.837  1.663  -0.164
C  5.569  1.423  -0.752
H  3.830  0.867  0.104
H  4.935  1.075  2.456
H  7.381  1.837  2.006
H  7.714  2.000  -0.697
H  5.215  1.503  -1.770
N  -2.658  5.204  2.924
C  -2.884  5.741  1.692
C  -1.682  5.503  0.969
C  -0.740  4.909  1.856
C  -1.381  4.785  3.027
H  -3.264  5.364  3.716
H  -3.892  6.126  1.649
H  -1.426  5.882  -0.010
H  0.292  4.691  1.623
H  -1.150  4.390  4.005
N  -0.889  -5.524  -2.913
C  0.152  -6.178  -2.533
C  1.190  -5.283  -2.363
C  0.813  -4.135  -2.991
C  -0.509  -4.256  -3.239
H  -1.829  -5.868  -3.046
H  0.009  -7.207  -2.238
H  2.216  -5.404  -2.048
H  1.352  -3.226  -3.217
H  -1.257  -3.633  -3.708
N  0.122  1.458  4.114
C  1.132  2.308  4.276
C  1.143  2.631  5.602
C  0.101  2.066  6.186
C  -0.567  1.394  5.279
H  -0.213  1.059  3.249
H  1.765  2.660  3.475
H  1.938  3.114  6.151
H  -0.124  1.997  7.240
H  -1.338  0.639  5.264
N  0.582  -3.302  3.697
C  1.486  -4.230  4.053
C  2.583  -3.564  4.481
C  2.447  -2.187  4.240
C  1.119  -2.025  3.760
H  -0.385  -3.454  3.446
H  1.106  -5.241  4.025
H  3.456  -3.959  4.980
H  3.127  -1.387  4.492
H  0.561  -1.149  3.463


(2)
Entry from OMol25: a structure of composition C6H27B2ClN5O3V in a non-equilibrium geometry (ωB97M-V/def2-TZVPD).

## Properties
total charge	-1
LUMO (spin up / spin down)	2.60 / 2.59	eV
spin multiplicity	4
F_max	0.05128	Eh/bohr
⟨S²⟩	3.755

Element x y z (Å)
V  -9.262  23.568  -8.544
B  -10.715  25.628  -7.381
H  -11.813  25.553  -7.048
H  -10.140  26.400  -6.744
H  -10.165  24.633  -7.261
H  -10.707  25.902  -8.501
B  -8.439  21.585  -9.410
H  -8.403  20.451  -9.614
H  -8.856  21.737  -8.378
H  -7.390  22.015  -9.628
H  -9.002  22.194  -10.169
Cl  -8.225  25.373  -10.188
C  -6.726  22.130  -6.073
C  -7.163  23.572  -5.822
C  -6.098  24.343  -5.048
O  -6.483  25.666  -4.779
C  -5.785  26.269  -3.712
N  -7.536  24.186  -7.104
H  -6.642  21.456  -5.216
H  -5.802  22.017  -6.654
H  -7.398  21.569  -6.727
H  -8.083  23.392  -5.257
H  -5.175  24.361  -5.645
H  -5.849  23.797  -4.129
H  -6.087  25.740  -2.803
H  -5.938  27.344  -3.696
H  -4.707  26.114  -3.851
H  -8.013  25.048  -6.818
H  -6.662  24.586  -7.449
C  -11.909  22.139  -6.999
O  -10.672  22.339  -6.992
N  -12.766  23.134  -7.201
N  -12.414  20.878  -7.047
H  -13.743  23.065  -6.983
H  -12.358  24.031  -7.450
H  -13.314  20.552  -6.757
H  -11.701  20.178  -7.183
C  -11.880  22.871  -10.652
O  -11.096  23.329  -9.826
N  -11.576  21.732  -11.274
N  -13.086  23.432  -11.002
H  -12.319  21.208  -11.710
H  -10.784  21.155  -11.032
H  -13.255  24.381  -10.722
H  -13.530  23.023  -11.800


(3)
Entry from OMol25: a cluster of 2 separate species, CH3O3P in total in a non-equilibrium geometry (ωB97M-V/def2-TZVPD).

## Properties
total charge	0
LUMO	0.18	eV
spin multiplicity	1
SMILES	O=PO.C=O
F_max	0.05318	Eh/bohr

Element x y z (Å)
O  -3.670  0.441  0.006
P  -2.869  -0.744  -0.102
O  -1.451  -0.107  0.379
H  -0.616  -0.338  0.750
C  2.153  0.177  -0.265
O  1.505  -0.430  0.539
H  3.230  0.543  -0.088
H  1.718  0.459  -1.221